C17H17BrO3STa | wB97M-V/def2-TZVPD

Geometry as XYZ:
```
40
Properties=species:S:1:pos:R:3:forces:R:3
C -4.06069 0.96856 -1.22976 0.418 1.173 -0.313
C -3.43787 1.89080 -0.31069 -0.376 0.881 -1.926
C -2.05879 2.03537 -0.68177 -1.187 0.833 -1.120
H -3.96859 2.50682 0.41006 0.306 -0.554 -0.012
C -1.84616 1.28961 -1.88836 -1.274 0.586 -0.585
C -3.07323 0.62014 -2.22742 0.360 0.997 0.020
H -3.26291 0.06967 -3.14829 0.156 -0.084 0.486
H -5.12729 0.74968 -1.26823 0.448 -0.205 0.131
H -1.36040 2.70967 -0.19494 0.006 -0.508 0.047
H -0.94224 1.29548 -2.49615 -0.166 -0.316 0.460
Ta -2.38840 -0.16865 -0.15167 1.736 -0.647 3.001
Br -3.08013 0.70548 2.17850 0.320 -0.104 -0.219
C -1.54588 -2.27092 0.55241 -1.286 -1.504 -0.074
C -1.94542 -2.43875 -0.81672 -0.674 0.100 0.498
C -3.36156 -2.20569 -0.89543 0.216 -0.537 0.748
H -1.30854 -2.78751 -1.62804 -0.141 0.432 0.169
C -3.83572 -1.90882 0.42992 0.479 -0.845 -0.414
C -2.71160 -1.98175 1.32253 0.158 -1.456 -0.685
H -2.74576 -1.97546 2.40521 0.038 0.345 -0.327
H -0.58336 -2.53206 0.97412 -0.010 0.611 -0.159
H -3.99164 -2.38246 -1.76378 0.229 0.375 0.147
H -4.87345 -1.79731 0.72912 0.270 0.233 -0.116
C 6.33167 0.21305 0.34936 0.194 -0.064 -0.124
C 4.84724 0.40544 0.31322 -0.297 0.206 0.055
C 4.26196 1.43563 1.05560 -0.285 0.043 -0.143
C 2.87596 1.55119 1.12702 -0.044 -0.371 0.184
C 2.06835 0.57964 0.51327 0.547 0.085 0.114
C 2.63583 -0.36737 -0.34605 0.027 0.195 0.466
C 4.02283 -0.43251 -0.44417 -0.015 0.000 -0.019
S 0.43028 0.42283 1.15817 1.860 0.811 0.186
O 0.42050 -0.65051 2.11852 -0.371 0.457 -0.245
O 0.00927 1.74860 1.54405 -0.220 -0.715 0.023
O -0.33785 -0.03195 -0.10628 -1.173 -0.068 -0.208
H 6.86017 1.13292 0.07685 -0.068 -0.156 0.045
H 6.65420 -0.07113 1.35784 -0.049 0.059 -0.165
H 6.62953 -0.58077 -0.33800 0.080 0.097 0.070
H 4.89900 2.13590 1.60368 -0.261 -0.197 -0.222
H 2.40540 2.34440 1.70481 0.143 -0.250 -0.007
H 2.00333 -1.05295 -0.89916 0.087 -0.052 0.116
H 4.49195 -1.17430 -1.08935 -0.180 0.111 0.119
```
Forces are in eV/Å.

The HOMO-LUMO gap comes out at 6.43 eV. The value obtained for the strongest force on any atom is 3.53 eV Å⁻¹. The calculation puts the HOMO energy at -0.4280 Eh. Its charge is +1. Its spin multiplicity is 1.

C17H17Cl2NO2S | wB97M-V/def2-TZVPD

Geometry as XYZ:
```
40
Properties=species:S:1:pos:R:3:forces:R:3
O 1.07352 -0.03139 -3.40672 2.730 -3.488 -9.651
C 0.74938 0.33001 -2.40796 -1.138 2.710 11.985
N -0.32813 1.14846 -2.10341 5.268 -3.506 2.087
H -0.29958 1.49794 -1.16081 -0.473 0.557 -0.128
C -0.85899 1.61111 -3.23265 -7.559 11.109 7.318
C -2.38091 1.55250 -2.84397 -0.097 -2.346 0.527
H -2.63020 1.99055 -1.83295 0.430 -0.794 -1.060
H -3.04867 1.91040 -3.55064 -1.090 1.180 -1.422
S -2.90574 -0.37244 -2.96350 0.860 2.198 -0.620
C -3.44392 -0.70964 -1.36411 -2.658 1.939 5.706
C -2.42487 -1.08433 -0.23532 1.106 -1.178 -3.316
C -1.89324 -0.39419 0.78902 -3.535 2.705 -2.997
C -0.76713 -0.77267 1.37413 -4.291 15.500 8.078
C -0.34413 -1.87291 1.34666 6.677 -16.184 -3.300
C -0.58139 -2.80095 0.19976 -8.321 13.481 2.935
C -1.58158 -2.13803 -0.58097 0.617 -6.732 -2.928
H -1.83506 -2.80075 -1.59589 0.408 2.147 2.428
H -0.05725 -3.52343 0.02919 5.476 -8.257 -2.121
H 0.37907 -2.29444 1.96364 1.301 -0.050 1.606
H -0.65587 0.04133 2.42096 0.467 -2.661 -3.123
Cl -2.60841 1.16972 0.98896 0.157 0.863 1.016
H -4.04845 0.26533 -0.74814 1.344 -2.706 -2.469
H -4.19445 -1.53201 -1.35846 0.457 0.557 -0.308
H -0.84455 2.98001 -3.07105 0.843 -3.619 -2.096
H -0.77404 0.98662 -3.92309 1.771 -3.993 -6.988
C 1.57532 -0.07895 -1.09287 2.103 -0.900 -0.905
O 1.50086 0.84248 -0.10547 -2.674 2.417 5.503
C 1.85218 0.55191 1.29364 1.668 2.525 -2.547
C 2.94056 -0.31053 1.53718 -4.542 2.547 -1.444
C 3.43138 -0.47398 2.70790 4.396 -5.739 5.742
C 3.03207 0.29309 3.80282 2.914 -2.818 0.362
C 2.29587 1.28532 3.47714 -5.567 7.988 0.188
C 1.63196 1.54015 2.23075 2.892 -5.141 0.766
H 1.11494 2.33100 1.93167 -2.286 3.525 -0.401
H 2.06811 2.13025 4.23846 0.504 -1.665 -1.022
Cl 3.62858 0.20214 5.42297 0.239 -0.509 -0.113
H 4.11942 -1.52778 2.92961 -1.673 3.457 -0.698
H 3.08996 -0.88821 0.77184 1.726 -3.582 -3.958
H 1.34535 -1.08592 -0.74314 -0.345 -0.166 -0.297
H 2.67803 0.03222 -1.13517 -0.103 -1.369 -2.335
```
Forces are in eV/Å.

The HOMO-LUMO gap comes out at 9.17 eV. The value obtained for the strongest force on any atom is 18.00 eV Å⁻¹. The calculation puts the HOMO energy at -0.3216 Eh. Its spin multiplicity is 1.

C17H17N3O2 | wB97M-V/def2-TZVPD

Geometry as XYZ:
```
39
Properties=species:S:1:pos:R:3:forces:R:3
C -3.90610 -1.43396 1.95988 -0.286 0.038 -0.036
C -5.03905 -0.76736 1.18201 0.093 -0.054 -0.054
C -5.53881 -1.68397 0.06945 -0.019 0.100 0.196
C -4.61789 0.60287 0.61339 -0.202 -0.161 -0.029
C -3.46169 0.49117 -0.36452 -0.188 0.259 0.481
O -3.62066 0.30413 -1.54979 -0.070 -0.101 -0.349
N -2.24200 0.61568 0.23924 0.019 0.131 0.431
C -0.96028 0.52921 -0.31208 0.327 -0.067 -0.262
C -0.75798 0.34428 -1.68914 -0.223 -0.004 -0.056
C 0.50873 0.26003 -2.23151 0.555 0.000 0.036
C 1.57523 0.36610 -1.35983 -0.963 0.138 0.978
O 2.91139 0.32300 -1.58897 0.554 -0.035 -0.225
C 3.47261 0.48162 -0.35803 -0.872 0.094 0.652
C 4.91130 0.48498 -0.22639 0.705 -0.047 -0.296
C 5.74868 0.32461 -1.33081 -0.118 0.035 0.247
C 7.11701 0.33753 -1.13075 -0.019 0.010 0.071
C 7.59477 0.50973 0.16109 0.129 -0.046 -0.322
N 6.80760 0.66273 1.21481 0.248 0.057 0.434
C 5.50467 0.65115 1.02993 -0.501 -0.029 -0.255
N 2.62539 0.61898 0.61398 0.837 0.017 0.182
C 1.38929 0.55241 0.02654 -0.304 -0.154 -1.207
C 0.11395 0.63534 0.56275 0.131 -0.028 -0.180
H -3.53930 -0.78398 2.75277 0.110 0.046 0.114
H -4.26434 -2.35198 2.42015 0.017 -0.095 0.065
H -3.07984 -1.68973 1.30016 0.115 -0.050 -0.025
H -5.86682 -0.58179 1.87702 0.073 0.032 -0.063
H -5.84740 -2.64297 0.47928 -0.042 -0.110 0.023
H -6.38856 -1.23745 -0.44083 -0.085 0.005 -0.117
H -4.75660 -1.85594 -0.66525 0.050 -0.055 -0.109
H -5.46427 1.02495 0.06952 0.097 0.072 -0.003
H -4.35885 1.27596 1.43312 -0.008 0.043 0.012
H -2.24650 0.75561 1.23993 -0.139 -0.022 -0.207
H -1.62058 0.26693 -2.32903 0.008 -0.001 -0.004
H 0.65690 0.11813 -3.28941 -0.031 -0.018 -0.138
H 5.32584 0.19377 -2.31601 -0.013 -0.008 -0.059
H 7.79915 0.21667 -1.95793 0.067 -0.006 -0.043
H 8.65682 0.52652 0.36721 0.098 -0.012 -0.081
H 4.88374 0.77797 1.90515 -0.111 0.006 0.035
H -0.02556 0.77705 1.62290 -0.039 0.021 0.162
```
Forces are in eV/Å.

The HOMO-LUMO gap comes out at 8.26 eV. The value obtained for the strongest force on any atom is 1.38 eV Å⁻¹. As for the SMILES: CC(C)CC(=O)Nc1ccc2oc(-c3cccnc3)nc2c1. The calculation puts the HOMO energy at -0.3046 Eh. Its spin multiplicity is 1.

C17H17N3O2S | wB97M-V/def2-TZVPD

Geometry as XYZ:
```
40
Properties=species:S:1:pos:R:3:forces:R:3
C 2.02209 -1.28098 -2.36201 0.184 0.330 0.242
C 2.97654 -0.14665 -2.00059 -0.029 -0.247 -0.402
O 2.80107 0.30995 -0.67518 -0.059 0.111 0.277
C 1.73500 1.09659 -0.36563 -0.087 0.097 0.202
C 1.59519 1.40810 0.98890 0.106 -0.120 -0.130
C 0.54767 2.18760 1.42662 0.121 0.062 -0.157
C -0.39399 2.68302 0.52888 0.006 0.306 -0.096
C -1.62637 3.39051 1.02140 0.071 -0.113 -0.002
C -2.73885 2.35899 1.31585 -0.174 0.155 -0.237
S -3.17524 1.42189 -0.18653 -0.292 0.172 0.115
C -2.18153 0.07852 0.32118 0.021 -0.027 0.198
N -1.87725 -0.86570 -0.47507 -0.437 0.418 -0.481
C -1.07873 -1.92047 -0.09803 0.267 -0.432 0.042
C -0.82971 -2.90458 -1.06189 0.086 -0.095 0.212
C -0.00701 -3.96188 -0.73439 -0.075 0.101 0.052
C 0.54985 -4.01721 0.53787 0.006 0.044 0.051
C 0.23978 -3.00470 1.42864 0.315 -0.434 0.035
N -0.55063 -1.98957 1.12981 -0.191 0.150 -0.144
N -1.84455 0.19968 1.64362 0.213 -0.697 0.107
C -2.18019 1.34074 2.30345 -0.504 0.231 -0.217
O -2.00689 1.55029 3.47491 0.128 0.074 0.234
C -0.22983 2.40256 -0.81907 0.089 0.125 0.171
C 0.81848 1.61930 -1.27057 0.260 -0.185 -0.188
H 0.98661 -0.95585 -2.29263 -0.092 -0.014 -0.040
H 2.16235 -2.11305 -1.67603 0.000 -0.082 0.041
H 2.22092 -1.61965 -3.37514 -0.001 -0.057 -0.137
H 2.88443 0.68330 -2.71208 0.065 -0.038 0.089
H 4.00896 -0.50706 -2.02698 -0.129 0.112 -0.061
H 2.32251 1.01477 1.68111 0.101 -0.052 0.088
H 0.44945 2.40409 2.48040 -0.019 0.012 0.128
H -1.99256 4.09861 0.27668 0.003 0.038 0.070
H -1.41760 3.92440 1.95068 -0.038 0.052 -0.027
H -3.62861 2.85268 1.70655 0.081 -0.133 0.103
H -1.28736 -2.80854 -2.03237 -0.047 0.036 -0.097
H 0.20368 -4.73559 -1.45861 0.011 -0.050 -0.055
H 1.20261 -4.82435 0.82960 0.052 -0.056 0.051
H 0.63841 -2.99799 2.43526 0.078 -0.100 0.037
H -1.27650 -0.58331 2.00578 -0.098 0.344 0.066
H -0.93871 2.78928 -1.53666 -0.036 0.027 -0.046
H 0.89651 1.42227 -2.32773 0.046 -0.065 -0.095
```
Forces are in eV/Å.

The HOMO-LUMO gap comes out at 8.70 eV. The value obtained for the strongest force on any atom is 0.77 eV Å⁻¹. As for the SMILES: CCOc1ccc(C[C@H]2S/C(=N/c3ccccn3)NC2=O)cc1. The calculation puts the HOMO energy at -0.3074 Eh. Its spin multiplicity is 1.

C17H17N3OS | wB97M-V/def2-TZVPD

Geometry as XYZ:
```
39
Properties=species:S:1:pos:R:3:forces:R:3
C 1.10326 3.20779 1.02805 -0.052 0.051 -0.113
C 1.89599 1.99425 0.65588 -0.239 0.002 -0.227
C 2.82373 1.44628 1.53198 0.028 -0.096 -0.064
C 3.58784 0.34928 1.17910 0.106 0.010 0.055
C 3.43403 -0.22304 -0.07082 0.037 0.072 -0.046
C 2.50718 0.29626 -0.95439 -0.100 0.107 -0.164
C 1.74119 1.39856 -0.59782 0.135 -0.112 0.267
O 0.86484 1.97654 -1.50511 0.323 0.094 0.089
C -0.18233 1.16184 -1.96559 -0.088 0.011 -0.227
C -1.30893 1.09588 -0.97891 -0.039 0.308 0.230
N -1.80344 2.12371 -0.36618 0.478 0.513 -0.458
N -2.78186 1.64074 0.43239 0.284 -0.898 -0.401
C -2.91081 0.29506 0.31785 -0.035 0.256 -0.029
S -3.96348 -0.69596 1.08736 -0.564 -0.461 0.490
N -1.95038 -0.05603 -0.60739 -0.511 0.665 0.459
C -1.68188 -1.41407 -1.00000 0.069 -0.483 -0.108
C -0.37826 -1.92600 -0.43861 0.035 0.018 -0.088
C 0.45780 -2.71893 -1.21203 -0.142 0.058 0.017
C 1.62727 -3.22986 -0.67715 0.097 -0.104 0.026
C 1.97542 -2.94269 0.63096 -0.015 -0.141 -0.006
C 1.15278 -2.13993 1.40236 -0.045 -0.043 0.054
C -0.01991 -1.63635 0.87189 -0.022 0.021 -0.002
H 0.15561 3.22326 0.49488 0.007 0.085 0.106
H 0.92396 3.23543 2.10043 -0.017 0.030 0.071
H 1.65523 4.10570 0.75090 -0.004 0.130 0.014
H 2.94752 1.89520 2.50714 -0.005 0.060 0.099
H 4.30701 -0.05484 1.87561 0.073 -0.037 0.073
H 4.03748 -1.06823 -0.36401 0.029 -0.081 -0.022
H 2.39245 -0.14262 -1.93504 -0.024 -0.025 -0.104
H -0.54105 1.63517 -2.88652 0.054 -0.180 0.110
H 0.16099 0.14461 -2.18888 -0.052 0.123 -0.033
H -3.32463 2.24986 1.02100 0.018 -0.140 -0.036
H -2.51354 -2.00613 -0.59367 0.096 0.159 -0.167
H -1.69726 -1.49341 -2.09125 -0.013 -0.004 0.114
H 0.18553 -2.94890 -2.23297 -0.027 -0.011 -0.119
H 2.26601 -3.85359 -1.28483 0.068 -0.055 -0.051
H 2.88509 -3.34511 1.05025 0.107 -0.021 0.029
H 1.42098 -1.90943 2.42196 0.034 0.034 0.094
H -0.66799 -1.02700 1.48451 -0.085 0.083 0.069
```
Forces are in eV/Å.

The HOMO-LUMO gap comes out at 8.73 eV. The value obtained for the strongest force on any atom is 1.02 eV Å⁻¹. As for the SMILES: Cc1ccccc1OCc1n[nH]c(=S)n1Cc1ccccc1. The calculation puts the HOMO energy at -0.2968 Eh. Its spin multiplicity is 1.

C17H17N5OS2 | wB97M-V/def2-TZVPD

Geometry as XYZ:
```
42
Properties=species:S:1:pos:R:3:forces:R:3
N -0.91609 -2.14438 1.29781 -0.029 -0.082 0.592
N -0.79092 -1.95792 -0.06669 0.304 0.040 -0.873
C -1.77350 -1.85337 -1.01652 -0.609 -0.263 0.371
S -3.46424 -2.09264 -0.64205 0.014 0.234 -0.202
C -3.95302 -0.33682 -0.43602 0.177 -0.422 0.020
C -3.19719 0.23587 0.74912 -0.171 0.027 -0.273
O -3.49148 -0.12707 1.87704 -0.193 -0.227 0.291
N -2.20452 1.11871 0.52563 0.132 0.191 0.096
C -1.57053 1.75009 1.66866 0.124 -0.095 0.511
C -0.13889 1.24730 1.80270 -0.218 0.077 -0.018
C 0.59333 1.43377 0.50510 0.005 0.009 0.003
C 1.98168 1.49043 0.48178 0.048 0.073 -0.059
C 2.66608 1.62775 -0.70956 0.048 0.087 0.115
C 1.96257 1.70907 -1.89994 -0.042 0.052 -0.110
C 0.58246 1.66519 -1.88682 0.019 0.063 0.098
C -0.11106 1.53318 -0.69010 0.035 0.020 0.020
C -1.62399 1.51667 -0.73554 -0.106 0.159 -0.494
N -1.24545 -1.56177 -2.17441 -1.083 -0.097 -0.224
N 0.07284 -1.48902 -2.02327 1.247 -0.040 0.151
C 0.36478 -1.71913 -0.75866 -0.843 0.033 -0.080
C 1.67757 -1.71701 -0.20501 0.797 -0.091 0.573
C 2.84784 -1.56446 -0.90035 -0.559 -0.178 0.111
C 3.97765 -1.56848 -0.06411 0.183 0.003 0.215
C 3.65800 -1.72184 1.24875 -0.302 -0.031 0.053
S 1.96718 -1.86738 1.49832 0.459 0.086 -0.339
H -1.86593 -1.91138 1.59029 0.109 0.070 -0.127
H -0.70978 -3.10559 1.56304 -0.143 0.060 -0.276
H -3.82399 0.18069 -1.38206 -0.040 0.023 0.056
H -5.00934 -0.38560 -0.17316 0.056 0.115 0.025
H -1.57694 2.83358 1.50772 -0.012 -0.025 0.002
H -2.15762 1.50879 2.55552 0.083 0.119 -0.146
H -0.15188 0.18348 2.06118 -0.028 0.064 0.068
H 0.37153 1.77890 2.60712 0.021 0.000 0.021
H 2.52382 1.42018 1.41413 0.069 -0.015 0.099
H 3.74507 1.66727 -0.71060 0.102 -0.006 -0.001
H 2.48822 1.80629 -2.83726 0.056 0.003 -0.109
H 0.03140 1.72358 -2.81339 -0.069 -0.025 -0.148
H -1.97644 2.52818 -0.99316 0.016 -0.125 -0.009
H -1.92707 0.84431 -1.53913 -0.017 0.064 0.117
H 2.86538 -1.45477 -1.96799 -0.016 0.041 -0.228
H 4.98600 -1.46345 -0.42174 0.188 0.023 -0.041
H 4.31647 -1.76117 2.09368 0.186 -0.011 0.151
```
Forces are in eV/Å.

The HOMO-LUMO gap comes out at 8.71 eV. The value obtained for the strongest force on any atom is 1.26 eV Å⁻¹. As for the SMILES: Nn1c(SCC(=O)N2CCc3ccccc3C2)nnc1-c1cccs1. The calculation puts the HOMO energy at -0.3030 Eh. Its spin multiplicity is 1.

Q: Which value of HOMO does entry 6 give?
A: -0.3030 Eh

Q: What is the formula in the first record?
A: C17H17BrO3STa